[1]
Density functional theory data (ωB97M-V with the def2-TZVPD basis set) for C4H11NS in the gas phase in a non-equilibrium geometry.

Results
- Relative energy (zero: lowest compared OMol25 entry of this formula, charge and spin): 45.00 kcal per mole
- E: -611.87040 Eh
- Largest force on an atom: 4.45 eV/A

Element x y z (Å)
C -0.98 -1.32 1.13
C -0.07 -0.12 0.72
N -0.77 1.04 1.06
C -0.19 -0.28 -0.91
C 0.84 0.74 -1.44
S 2.72 0.77 -1.23
H -2.02 -1.11 0.64
H -0.72 -2.33 0.70
H -1.29 -1.29 2.30
H 1.00 0.03 1.19
H -0.36 1.95 1.07
H -1.29 1.18 1.86
H -1.22 -0.01 -1.16
H -0.03 -1.29 -1.19
H 0.63 1.74 -1.08
H 0.68 0.84 -2.50
H 3.06 -0.56 -1.15

=====

[2]
Density functional theory data (ωB97M-V with the def2-TZVPD basis set) for C4H11NS in the gas phase in a non-equilibrium geometry.

Results
- Relative energy (zero: lowest compared OMol25 entry of this formula, charge and spin): 65.89 kcal per mole
- E: -611.83711 Eh
- Largest force on an atom: 3.82 eV/A

Element x y z (Å)
C 1.70 -0.83 0.64
C 0.83 -1.90 0.03
S -0.74 -1.57 -0.85
C -1.03 0.30 -1.26
N -1.71 1.03 -0.32
C -0.91 1.75 0.64
H 2.30 -0.92 1.56
H 1.31 0.19 0.87
H 2.54 -0.62 -0.12
H 0.53 -2.70 0.70
H 1.51 -2.57 -0.78
H -1.82 0.42 -2.24
H 0.02 0.60 -1.42
H -2.74 0.85 -0.10
H 0.22 1.44 0.54
H -1.22 1.70 1.76
H -0.78 2.84 0.35

=====

[3]
Density functional theory data (ωB97M-V with the def2-TZVPD basis set) for C4H11NS2 in the gas phase in a non-equilibrium geometry.

Results
- Relative energy (zero: lowest compared OMol25 entry of this formula, charge and spin): 14.83 kcal per mole
- E: -1010.11475 Eh
- Largest force on an atom: 1.95 eV/A

Element x y z (Å)
C -0.01 -3.10 -0.15
C -0.05 -1.56 -0.15
S -0.95 -1.08 -1.65
S -0.15 0.80 -2.09
C -0.59 2.01 -0.73
C 0.50 2.13 0.33
N 0.21 1.24 1.48
H 0.56 -3.45 0.70
H 0.37 -3.37 -1.13
H -1.00 -3.56 -0.08
H 0.99 -1.27 -0.26
H -0.38 -1.04 0.71
H -1.45 1.51 -0.31
H -0.72 2.90 -1.32
H 0.54 3.14 0.74
H 1.46 1.89 -0.14
H -0.43 1.73 2.09
H 1.09 1.08 1.94

=====

[4]
Density functional theory data (ωB97M-V with the def2-TZVPD basis set) for 2 unconnected molecules or ions with the total composition C4H11NS2.

Results
- Relative energy (zero: lowest compared OMol25 entry of this formula, charge and spin): 21.17 kcal per mole
- E: -1010.10465 Eh
- Largest force on an atom: 0.60 eV/A

Element x y z (Å)
C -1.88 1.58 -0.69
C -1.41 1.65 0.73
C -0.14 1.75 1.12
N 0.26 1.99 2.45
H -1.07 1.48 -1.41
H -2.50 0.69 -0.89
H -2.51 2.44 -0.91
H -2.16 1.65 1.51
H 0.70 1.71 0.43
H 1.04 1.41 2.73
H -0.52 1.89 3.08
C 0.80 -2.53 0.61
S -0.18 -1.38 -0.41
S 1.21 -0.70 -1.73
H 1.41 -3.17 -0.03
H 0.09 -3.08 1.21
H 1.50 -1.98 1.24
H 1.67 0.34 -1.01

=====

[5]
Density functional theory data (ωB97M-V with the def2-TZVPD basis set) for C4H11NS2 in the gas phase in a non-equilibrium geometry.

Results
- Relative energy (zero: lowest compared OMol25 entry of this formula, charge and spin): 28.73 kcal per mole
- E: -1010.09260 Eh
- Largest force on an atom: 4.15 eV/A

Element x y z (Å)
C -1.91 -0.79 1.33
C -1.92 -1.50 0.01
S -0.26 -1.53 -0.67
S -0.30 0.23 -1.99
C 0.57 1.57 -0.96
C 1.56 1.00 0.02
N 2.69 0.34 -0.74
H -1.36 0.12 1.34
H -2.91 -0.73 1.88
H -1.24 -1.39 2.13
H -2.15 -2.54 0.05
H -2.64 -1.17 -0.75
H 0.99 2.34 -1.72
H -0.14 2.08 -0.32
H 2.03 1.81 0.69
H 0.97 0.46 0.82
H 3.51 0.32 -0.07
H 2.51 -0.62 -1.07

=====

[6]
Density functional theory data (ωB97M-V with the def2-TZVPD basis set) for C4H11NS2 in the gas phase in a non-equilibrium geometry.

Results
- Relative energy (zero: lowest compared OMol25 entry of this formula, charge and spin): 19.60 kcal per mole
- E: -1010.10715 Eh
- Largest force on an atom: 2.17 eV/A

Element x y z (Å)
C -2.66 0.10 -1.01
C -1.60 0.56 -0.03
N -0.49 -0.43 0.08
C 0.46 0.04 1.08
C 1.73 -0.82 1.04
S 2.41 -1.20 -0.67
S 3.94 0.22 -0.58
H -2.95 -0.95 -1.00
H -3.54 0.75 -0.94
H -2.34 0.24 -2.06
H -1.28 1.56 -0.35
H -2.06 0.62 0.96
H -0.18 -0.41 -0.89
H -0.02 -0.19 2.03
H 0.77 1.10 1.02
H 1.54 -1.79 1.51
H 2.52 -0.27 1.55
H 3.75 0.88 -1.76

=====

Look up the E of the fifth one. -1010.09260 Eh

=====

The lowest E belongs to which entry? number 3

=====

Look up the relative energy (zero: lowest compared OMol25 entry of this formula, charge and spin) of the first one. 45.00 kcal per mole